{"formula": "C5H9BN2O3", "method": "ωB97M-V/def2-TZVPD", "symbols": ["O", "O", "O", "N", "N", "C", "C", "C", "C", "C", "B", "H", "H", "H", "H", "H", "H", "H", "H", "H"], "positions_angstrom": [[0.274767, -1.619013, 0.561280], [1.355583, 2.683323, -0.158007], [2.043750, 0.679319, 0.872857], [-2.620902, 1.389079, 0.445019], [-0.189768, 0.766025, 0.064122], [1.425108, -2.086737, -0.149819], [-1.389656, 1.674165, -0.224029], [-1.846409, -0.923638, 0.409996], [-2.840309, 0.147194, 0.646275], [-0.529385, -0.575302, 0.214940], [1.066023, 1.415298, 0.241826], [1.783842, -2.874743, 0.507400], [2.083708, -1.297872, -0.259031], [-3.807174, -0.146174, 1.045900], [-1.735065, 1.861615, -1.251639], [0.994692, -2.725688, -0.955688], [2.902828, 1.155888, 1.050104], [-2.157464, -2.016095, 0.510366], [-1.087343, 2.811936, 0.116842], [2.261753, 2.966412, -0.094202]], "forces_ev_per_angstrom": [[0.3373, 1.0446, 0.0580], [-1.2120, 0.5431, -0.5732], [1.8038, 0.2529, 0.5419], [-0.0284, -0.8193, 0.4771], [-1.3214, 0.6865, -0.9689], [-2.7733, -2.4634, 0.5706], [0.6723, 3.5772, 1.0005], [-0.7653, -0.0896, -0.4460], [0.7676, -0.6760, -0.3026], [-1.9283, -1.3007, 1.5171], [1.2880, -0.6269, 0.6484], [0.6179, 0.3330, 0.3045], [1.5736, 1.1033, -1.0317], [-0.0166, 0.0597, 0.1065], [1.0166, -0.8157, -0.4105], [0.8890, 1.1680, -0.4881], [-1.6039, -0.8276, -0.3949], [0.7185, 1.8245, -0.0420], [-0.3252, -2.9785, -0.7268], [0.2897, 0.0047, 0.1603]], "relative_energy_ev": 1.230, "gap_ev": 7.8, "spin_multiplicity": 1, "smiles": "COC1=CC=NCN1B(O)O"}